# 1
{"formula": "C41H32BrN4O9PPt", "method": "wB97M-V/def2-TZVPD", "symbols": ["Pt", "O", "C", "C", "C", "C", "C", "C", "C", "O", "N", "N", "C", "C", "Br", "C", "C", "C", "C", "C", "C", "C", "H", "H", "H", "H", "H", "H", "H", "H", "H", "H", "H", "H", "H", "H", "O", "C", "O", "C", "C", "C", "C", "C", "C", "N", "O", "O", "N", "O", "O", "H", "H", "H", "O", "P", "C", "C", "C", "C", "C", "C", "C", "C", "C", "C", "C", "C", "C", "C", "C", "C", "C", "C", "H", "H", "H", "H", "H", "H", "H", "H", "H", "H", "H", "H", "H", "H", "H"], "positions_angstrom": [[0.28, 0.29, -0.10], [5.27, 2.19, 1.61], [4.75, 0.98, 1.99], [5.38, 0.33, 3.04], [4.89, -0.87, 3.52], [3.75, -1.43, 2.94], [3.13, -0.78, 1.88], [3.62, 0.42, 1.39], [2.93, 1.11, 0.22], [2.20, 0.26, -0.58], [2.10, 2.22, 0.77], [0.80, 2.19, 0.20], [0.19, 3.31, 0.22], [-1.10, 3.66, -0.37], [-1.87, 2.53, -1.65], [-1.66, 4.81, 0.02], [-2.93, 5.44, -0.36], [-3.42, 5.47, -1.67], [-4.62, 6.10, -1.95], [-5.34, 6.72, -0.94], [-4.86, 6.71, 0.36], [-3.65, 6.09, 0.64], [4.75, 2.56, 0.89], [6.26, 0.79, 3.48], [5.38, -1.36, 4.34], [3.35, -2.36, 3.31], [2.26, -1.21, 1.41], [3.69, 1.57, -0.42], [1.98, 2.10, 1.77], [0.71, 4.14, 0.69], [-1.12, 5.34, 0.81], [-2.86, 5.00, -2.46], [-4.98, 6.12, -2.97], [-6.28, 7.20, -1.16], [-5.41, 7.19, 1.16], [-3.27, 6.09, 1.66], [-1.50, 1.91, 1.97], [-2.06, 0.93, 1.51], [-1.64, 0.17, 0.57], [-3.42, 0.55, 2.07], [-4.18, 1.53, 2.69], [-5.42, 1.19, 3.19], [-5.93, -0.09, 3.13], [-5.14, -1.04, 2.53], [-3.90, -0.76, 1.99], [-5.65, -2.43, 2.46], [-6.77, -2.63, 2.89], [-4.91, -3.27, 2.00], [-6.24, 2.24, 3.83], [-5.77, 3.36, 3.88], [-7.32, 1.92, 4.27], [-3.80, 2.53, 2.77], [-6.90, -0.33, 3.54], [-3.31, -1.53, 1.53], [0.10, -1.73, -0.24], [0.27, -2.92, -1.14], [1.20, -4.20, -0.29], [0.62, -5.38, 0.17], [1.39, -6.29, 0.88], [2.73, -6.02, 1.14], [3.31, -4.84, 0.69], [2.55, -3.93, -0.02], [-1.34, -3.56, -1.60], [-1.49, -4.67, -2.43], [-2.76, -5.11, -2.76], [-3.88, -4.44, -2.27], [-3.73, -3.33, -1.46], [-2.46, -2.88, -1.12], [1.16, -2.59, -2.66], [1.12, -1.31, -3.22], [1.76, -1.07, -4.43], [2.44, -2.10, -5.08], [2.48, -3.37, -4.52], [1.85, -3.61, -3.31], [-0.42, -5.58, -0.02], [0.95, -7.21, 1.24], [3.32, -6.73, 1.69], [4.35, -4.62, 0.90], [2.99, -3.00, -0.38], [-0.63, -5.18, -2.82], [-2.88, -5.98, -3.40], [-4.87, -4.79, -2.52], [-4.60, -2.81, -1.09], [-2.32, -2.00, -0.50], [0.61, -0.51, -2.71], [1.74, -0.08, -4.85], [2.94, -1.90, -6.02], [3.01, -4.16, -5.02], [1.90, -4.60, -2.87]], "homo_lumo_gap_ev": 7.5, "e_above_lowest_kj_mol": 0.00, "fmax_ha_per_bohr": 0.008}


# 2
{"formula": "C4H8O3Ru", "method": "wB97M-V/def2-TZVPD", "symbols": ["C", "C", "O", "H", "H", "H", "H", "H", "O", "C", "C", "H", "H", "H", "Ru", "O"], "positions_angstrom": [[-3.27, -0.51, -0.03], [-1.81, -0.38, 0.27], [-1.42, 0.91, 0.04], [-3.55, -1.56, 0.15], [-3.86, 0.15, 0.62], [-3.45, -0.30, -1.09], [-1.16, -1.03, -0.33], [-1.52, -0.79, 1.58], [0.28, 0.81, 2.17], [-0.15, 0.33, 3.28], [-0.82, -0.90, 3.26], [-1.50, -1.08, 4.09], [-0.41, 1.09, 4.03], [-0.22, -1.77, 2.98], [0.64, 2.39, 1.23], [-1.21, 1.83, 0.96]], "charge": 3, "homo_lumo_gap_ev": [5.5, 6.1], "multiplicity": 6, "e_above_lowest_kj_mol": 547.45, "fmax_ha_per_bohr": 0.111}


# 3
{"formula": "C5H10N2", "method": "wB97M-V/def2-TZVPD", "symbols": ["C", "C", "N", "C", "C", "C", "N", "H", "H", "H", "H", "H", "H", "H", "H", "H", "H"], "positions_angstrom": [[-2.26, -0.10, -0.08], [-1.46, 0.40, -1.30], [-0.14, 0.60, -0.72], [0.58, -0.43, -0.63], [1.42, -0.60, 0.58], [2.54, 0.29, 0.96], [1.25, 0.41, 1.61], [-3.34, -0.05, -0.22], [-1.98, 0.50, 0.79], [-1.98, -1.14, 0.15], [-1.47, -0.36, -2.10], [-1.86, 1.34, -1.68], [0.42, -1.31, -1.27], [1.39, -1.63, 0.93], [3.33, -0.11, 1.59], [2.84, 1.04, 0.23], [0.71, 1.16, 1.18]], "homo_lumo_gap_ev": 10.2, "e_above_lowest_kj_mol": 199.06, "fmax_ha_per_bohr": 0.009}


# 4
{"formula": "C39H62N7O13P2PtSSi2", "method": "wB97M-V/def2-TZVPD", "symbols": ["Pt", "C", "C", "C", "O", "P", "O", "C", "P", "O", "O", "C", "C", "C", "O", "C", "C", "C", "O", "C", "C", "C", "H", "H", "H", "H", "H", "H", "H", "H", "H", "H", "H", "H", "H", "H", "H", "H", "H", "H", "H", "H", "H", "H", "H", "H", "H", "H", "H", "H", "H", "H", "S", "C", "N", "N", "C", "C", "C", "C", "C", "C", "N", "N", "C", "C", "C", "C", "C", "C", "H", "H", "H", "H", "H", "H", "H", "H", "H", "H", "H", "O", "N", "O", "C", "C", "C", "C", "O", "C", "C", "N", "O", "O", "N", "O", "O", "H", "H", "C", "Si", "C", "C", "C", "Si", "C", "C", "C", "H", "H", "H", "H", "H", "H", "H", "H", "H", "H", "H", "H", "H", "H", "H", "H", "H", "H", "H"], "positions_angstrom": [[0.46, 0.26, 0.11], [-2.87, 5.11, 3.11], [-3.26, 4.55, 1.76], [-4.69, 4.05, 1.71], [-2.30, 3.52, 1.35], [-2.21, 2.00, 1.74], [-0.81, 1.51, 1.59], [-3.34, 1.08, 0.68], [-2.86, 1.26, -1.03], [-1.40, 1.42, -1.20], [-3.71, 2.50, -1.51], [-3.30, 3.22, -2.73], [-2.37, 4.34, -2.34], [-4.57, 3.69, -3.39], [-3.35, 0.00, -1.81], [-4.75, -0.34, -2.07], [-4.92, -0.42, -3.57], [-5.03, -1.65, -1.37], [-2.77, 1.83, 3.19], [-2.04, 1.09, 4.24], [-2.02, 1.97, 5.47], [-2.73, -0.23, 4.44], [-3.43, 6.03, 3.29], [-1.81, 5.34, 3.13], [-3.09, 4.40, 3.91], [-3.12, 5.31, 0.99], [-4.87, 3.29, 2.46], [-4.94, 3.67, 0.72], [-5.36, 4.89, 1.92], [-4.38, 1.35, 0.85], [-3.19, 0.03, 0.94], [-2.78, 2.50, -3.37], [-2.90, 5.06, -1.71], [-2.01, 4.85, -3.23], [-1.51, 3.95, -1.79], [-5.12, 4.35, -2.73], [-5.22, 2.85, -3.66], [-4.33, 4.24, -4.31], [-5.37, 0.46, -1.66], [-4.25, -1.18, -3.98], [-4.67, 0.54, -4.04], [-5.94, -0.67, -3.82], [-4.37, -2.43, -1.75], [-6.06, -1.96, -1.55], [-4.89, -1.56, -0.29], [-1.02, 0.94, 3.87], [-3.04, 2.23, 5.77], [-1.46, 2.89, 5.30], [-1.55, 1.44, 6.30], [-3.75, -0.09, 4.79], [-2.19, -0.81, 5.19], [-2.74, -0.80, 3.51], [-0.64, -1.52, 1.07], [-0.75, -2.67, -0.25], [-0.88, -3.95, -0.08], [-0.83, -4.44, 1.13], [-0.87, -5.83, 1.36], [-1.06, -6.73, 0.32], [-1.10, -8.08, 0.60], [-0.94, -8.55, 1.90], [-0.75, -7.64, 2.93], [-0.71, -6.28, 2.67], [-0.74, -2.29, -1.57], [-0.44, -1.11, -1.82], [-0.46, -0.77, -3.21], [-1.00, -1.64, -4.16], [-1.04, -1.26, -5.49], [-0.56, -0.02, -5.89], [-0.02, 0.84, -4.94], [0.04, 0.46, -3.61], [-0.60, -3.82, 1.91], [-1.18, -6.36, -0.69], [-1.25, -8.79, -0.21], [-0.97, -9.61, 2.11], [-0.63, -7.98, 3.95], [-0.56, -5.57, 3.47], [-1.39, -2.60, -3.84], [-1.47, -1.94, -6.22], [-0.60, 0.27, -6.93], [0.37, 1.80, -5.25], [0.44, 1.13, -2.86], [6.27, 4.15, 3.07], [5.93, 3.75, 1.98], [6.45, 4.06, 0.92], [4.76, 2.87, 1.92], [4.35, 2.40, 0.68], [3.25, 1.58, 0.63], [2.55, 1.17, 1.79], [1.55, 0.31, 1.76], [3.00, 1.71, 3.00], [4.09, 2.55, 3.08], [2.28, 1.40, 4.25], [2.20, 2.31, 5.06], [1.77, 0.31, 4.36], [2.68, 1.17, -0.67], [3.56, 1.48, -1.67], [1.46, 1.84, -0.76], [4.89, 2.68, -0.20], [4.40, 2.96, 4.03], [2.03, 3.83, -2.82], [3.46, 2.67, -2.95], [5.06, 3.58, -2.76], [3.44, 1.61, -4.47], [2.20, -0.26, -0.79], [3.35, -1.72, -0.24], [3.58, -2.63, -1.85], [4.98, -1.05, 0.37], [2.56, -2.80, 1.04], [2.21, 4.64, -3.53], [1.93, 4.26, -1.83], [1.08, 3.36, -3.08], [5.22, 4.22, -3.63], [5.92, 2.90, -2.69], [5.07, 4.22, -1.87], [3.47, 2.22, -5.38], [2.53, 1.00, -4.51], [4.30, 0.94, -4.49], [1.98, -0.32, -1.85], [4.06, -2.00, -2.60], [2.62, -2.97, -2.25], [4.20, -3.52, -1.71], [5.42, -0.31, -0.30], [5.68, -1.89, 0.43], [4.91, -0.62, 1.37], [1.71, -3.35, 0.64], [2.24, -2.22, 1.91], [3.30, -3.53, 1.37]], "charge": 1, "homo_lumo_gap_ev": 6.3, "e_above_lowest_kj_mol": 78.11, "fmax_ha_per_bohr": 0.018}


# 5
{"formula": "C18H18CrN5O8", "method": "wB97M-V/def2-TZVPD", "symbols": ["Cr", "C", "O", "C", "O", "N", "N", "H", "H", "H", "H", "H", "H", "O", "C", "O", "C", "C", "C", "N", "C", "C", "C", "O", "O", "H", "H", "H", "O", "C", "O", "C", "C", "C", "C", "C", "N", "H", "H", "H", "H", "C", "C", "C", "N", "H", "H", "H", "H", "H"], "positions_angstrom": [[-0.20, 0.00, -0.20], [0.01, 1.83, 5.08], [-0.24, 1.00, 3.96], [0.09, 1.40, 2.72], [-0.11, 0.62, 1.80], [0.63, 2.63, 2.59], [0.93, 3.20, 1.34], [-0.27, 1.24, 5.95], [-0.60, 2.73, 5.05], [1.07, 2.09, 5.15], [0.62, 3.28, 3.35], [1.59, 2.60, 0.86], [0.08, 3.23, 0.77], [-4.18, -5.46, 1.26], [-4.64, -4.32, 1.09], [-5.82, -3.90, 1.14], [-3.59, -3.23, 0.75], [-4.00, -1.96, 0.36], [-3.05, -0.99, 0.09], [-1.74, -1.24, 0.21], [-1.34, -2.47, 0.57], [-2.23, -3.48, 0.84], [0.17, -2.64, 0.66], [0.67, -3.68, 1.02], [0.83, -1.58, 0.30], [-5.05, -1.75, 0.29], [-3.31, 0.01, -0.22], [-1.88, -4.47, 1.12], [-0.70, 0.68, -4.04], [-0.77, 0.69, -2.82], [-0.28, -0.29, -2.06], [-1.38, 1.77, -2.04], [-2.04, 2.86, -2.61], [-2.68, 3.79, -1.82], [-2.69, 3.56, -0.40], [-2.02, 2.49, 0.11], [-1.31, 1.62, -0.65], [-2.04, 2.92, -3.69], [-3.20, 4.63, -2.25], [-3.24, 4.21, 0.27], [-2.05, 2.28, 1.18], [3.85, -1.72, -1.33], [4.08, -0.23, -1.07], [2.80, 0.41, -0.81], [1.74, 0.78, -0.58], [4.82, -2.23, -1.36], [3.34, -1.87, -2.28], [3.23, -2.16, -0.55], [4.54, 0.27, -1.92], [4.71, -0.06, -0.20]], "charge": -1, "homo_lumo_gap_ev": [4.5, 6.9], "multiplicity": 5, "e_above_lowest_kj_mol": 142.01, "fmax_ha_per_bohr": 0.011}


# 6
{"formula": "C7H10ClCoNO4", "method": "wB97M-V/def2-TZVPD", "symbols": ["C", "C", "C", "C", "C", "Co", "N", "C", "C", "H", "H", "H", "H", "H", "H", "H", "H", "H", "H", "O", "Cl", "O", "O", "O"], "positions_angstrom": [[-2.46, -0.60, -1.43], [-2.62, 0.75, -0.98], [-2.25, 0.80, 0.41], [-1.87, -0.53, 0.81], [-2.02, -1.39, -0.32], [-0.82, 0.11, -0.69], [1.12, -0.24, -1.14], [1.99, 0.83, -1.37], [0.66, 1.60, -1.04], [-2.33, 1.66, 1.07], [-3.01, 1.58, -1.57], [-1.58, -0.83, 1.82], [-1.85, -2.47, -0.33], [-2.70, -0.96, -2.43], [0.25, 2.11, -1.92], [2.31, 0.92, -2.41], [1.55, -0.82, -0.41], [0.70, 2.17, -0.11], [2.80, 0.99, -0.64], [3.66, -0.59, 1.97], [2.45, -1.15, 2.56], [2.46, -2.60, 2.48], [2.28, -0.69, 3.92], [1.28, -0.66, 1.74]], "charge": -1, "homo_lumo_gap_ev": [5.5, 7.9], "multiplicity": 5, "e_above_lowest_kj_mol": 57.34, "fmax_ha_per_bohr": 0.175}


# 7
{"formula": "C34H27FN6O9", "method": "wB97M-V/def2-TZVPD", "symbols": ["O", "C", "F", "C", "C", "C", "C", "C", "C", "N", "C", "C", "N", "C", "H", "H", "H", "H", "H", "H", "H", "C", "C", "C", "C", "C", "C", "N", "O", "O", "H", "H", "H", "H", "H", "C", "C", "C", "C", "C", "C", "N", "O", "O", "H", "H", "H", "H", "H", "C", "C", "C", "C", "C", "C", "N", "O", "O", "H", "H", "H", "H", "H", "C", "C", "C", "C", "C", "C", "N", "O", "O", "H", "H", "H", "H", "H"], "positions_angstrom": [[3.09, -3.48, 2.50], [1.90, -3.34, 2.46], [1.15, -4.16, 3.29], [1.27, -2.27, 1.51], [-0.29, -2.24, 1.68], [-1.09, -3.43, 1.45], [-2.58, -3.42, 1.64], [-3.20, -2.20, 2.08], [-2.43, -0.92, 2.31], [-3.17, 0.19, 2.71], [-2.34, 1.25, 2.83], [-0.86, 1.27, 2.63], [-0.16, 0.15, 2.28], [-0.98, -0.96, 2.11], [1.74, -1.28, 1.80], [1.59, -2.47, 0.45], [-0.61, -4.39, 1.13], [-3.22, -4.32, 1.46], [-4.31, -2.18, 2.25], [-2.82, 2.23, 3.11], [-0.30, 2.22, 2.76], [-1.09, -3.27, -5.68], [-2.16, -3.75, -4.93], [-1.98, -4.05, -3.59], [-0.73, -3.86, -3.00], [0.34, -3.39, -3.75], [0.16, -3.10, -5.09], [-0.55, -4.15, -1.58], [-1.51, -4.58, -0.96], [0.55, -3.94, -1.09], [-1.23, -3.04, -6.73], [-3.13, -3.89, -5.39], [-2.82, -4.43, -3.01], [1.31, -3.24, -3.30], [0.99, -2.72, -5.68], [5.37, 1.27, 2.41], [5.73, 2.56, 2.80], [4.81, 3.39, 3.41], [3.51, 2.93, 3.62], [3.14, 1.65, 3.23], [4.07, 0.83, 2.62], [2.53, 3.78, 4.28], [2.88, 4.91, 4.60], [1.42, 3.32, 4.48], [6.09, 0.62, 1.94], [6.75, 2.90, 2.64], [5.10, 4.39, 3.71], [2.13, 1.30, 3.39], [3.78, -0.17, 2.31], [4.24, 8.02, 5.71], [4.06, 7.56, 4.41], [4.54, 8.29, 3.34], [5.20, 9.49, 3.57], [5.39, 9.96, 4.86], [4.90, 9.23, 5.93], [5.74, 10.25, 2.44], [5.54, 9.81, 1.32], [6.34, 11.28, 2.68], [3.87, 7.45, 6.55], [3.54, 6.62, 4.25], [4.39, 7.92, 2.33], [5.90, 10.90, 5.05], [5.04, 9.59, 6.95], [-8.43, -6.42, -7.11], [-8.35, -5.63, -5.97], [-7.22, -4.85, -5.75], [-6.19, -4.86, -6.68], [-6.27, -5.66, -7.82], [-7.39, -6.44, -8.03], [-5.01, -4.02, -6.47], [-4.96, -3.35, -5.45], [-4.14, -4.04, -7.32], [-9.32, -7.02, -7.28], [-9.16, -5.62, -5.25], [-7.16, -4.23, -4.86], [-5.46, -5.68, -8.55], [-7.47, -7.06, -8.92]], "homo_lumo_gap_ev": 7.6, "fmax_ha_per_bohr": 0.077}


# 8
{"formula": "C4H7NS", "method": "wB97M-V/def2-TZVPD", "symbols": ["C", "C", "C", "C", "N", "S", "H", "H", "H", "H", "H", "H", "H"], "positions_angstrom": [[0.77, -0.83, 0.91], [0.99, 0.47, -1.15], [0.28, -0.41, -0.24], [-1.26, -1.04, -0.64], [0.53, 0.78, -2.26], [-2.55, -0.45, 0.67], [0.21, -1.61, 1.45], [1.69, -0.63, 1.44], [1.96, 0.86, -0.70], [-1.23, -2.15, -0.62], [-1.59, -0.61, -1.60], [1.24, 1.33, -2.75], [-2.44, -1.33, 1.69]], "homo_lumo_gap_ev": 9.6, "e_above_lowest_kj_mol": 200.93, "fmax_ha_per_bohr": 0.065}


# 9
{"formula": "C4H12", "method": "wB97M-V/def2-TZVPD", "symbols": ["C", "C", "H", "H", "H", "H", "H", "H", "C", "C", "H", "H", "H", "H", "H", "H"], "positions_angstrom": [[1.01, 0.78, -1.57], [1.68, -0.27, -2.46], [1.32, 0.66, -0.54], [1.22, 1.80, -1.89], [-0.08, 0.67, -1.61], [1.79, 0.03, -3.50], [1.14, -1.22, -2.42], [2.67, -0.52, -2.07], [-1.02, -0.30, 1.33], [-1.64, -0.21, 2.71], [-1.51, 0.40, 0.63], [0.03, -0.03, 1.28], [-1.15, -1.30, 0.90], [-1.36, 0.72, 3.22], [-1.36, -1.03, 3.36], [-2.73, -0.18, 2.64]], "homo_lumo_gap_ev": 12.9, "e_above_lowest_kj_mol": 10.02, "fmax_ha_per_bohr": 0.011}